The following is a quantum chemistry calculation of a cluster of 2 separate species, CH2N2O2S in total at a distorted geometry, from the OMol25 dataset.

Last columns: bonded neighbours and bond lengths (Å).
Geometry (Å):
1 C -1.1373 0.5435 -0.7762  N2 1.212, S6 1.551
2 N -1.1104 -0.3409 0.0524  C1 1.212, N3 1.280
3 N -1.7491 -1.1282 0.8346  N2 1.280, O5 1.179
4 O 1.8602 0.6401 0.0085  H7 0.934, H8 0.995
5 O -1.2433 -2.1237 1.2123  N3 1.179
6 S -0.8799 1.5717 -1.9083  C1 1.551
7 H 1.4301 -0.0214 0.5083  O4 0.934
8 H 2.8296 0.8588 0.0686  O4 0.995

Results
SMILES string: O=NN=C=S.O
Energy relative to the best compared isomer or geometry (same formula, charge and spin) (eV): 5.576
Gap between HOMO and LUMO (eV): 8.35
Charge: 0

---

The following is a quantum chemistry calculation of a cluster of 2 separate species, CH2N2O3 in total at a distorted geometry, from the OMol25 dataset.

Last columns: bonded neighbours and bond lengths (Å).
Geometry (Å):
1 C -0.6176 -1.0608 0.3427  N2 1.301, H7 1.182, H8 1.063
2 N -0.7496 0.2116 0.1064  C1 1.301, O4 1.237
3 N 1.1558 0.9190 -0.2519  O5 1.179, O6 1.173
4 O -1.6179 1.0844 -0.0171  N2 1.237
5 O 1.9304 0.0332 -0.3275  N3 1.179
6 O 1.1848 2.0872 -0.3565  N3 1.173
7 H -1.5969 -1.7229 0.3224  C1 1.182
8 H 0.3108 -1.5517 0.1815  C1 1.063

Results
Energy relative to the best compared isomer or geometry (same formula, charge and spin) (eV): 4.849
Gap between HOMO and LUMO (alpha / beta) (eV): 8.85 / 8.93
Charge: 0

---

The following is a quantum chemistry calculation of a cluster of 2 separate species, CH2N2O3 in total at a distorted geometry, from the OMol25 dataset.

Last columns: bonded neighbours and bond lengths (Å).
Geometry (Å):
1 C -0.9230 -1.3109 -0.0975  N3 1.280, H7 1.071, H8 1.122
2 N 1.9092 1.4915 -0.1722  O5 1.164, O6 1.220
3 N -0.5656 -0.1746 0.3700  C1 1.280, O4 1.184
4 O -1.1583 0.7635 0.7836  N3 1.184
5 O 1.5764 2.6060 -0.1426  N2 1.164
6 O 1.2768 0.4551 -0.0524  N2 1.220
7 H -1.8940 -1.6740 -0.3649  C1 1.071
8 H -0.2216 -2.1566 -0.3239  C1 1.122

Results
Energy relative to the best compared isomer or geometry (same formula, charge and spin) (eV): 5.730
Gap between HOMO and LUMO (alpha / beta) (eV): 9.17 / 7.89
Charge: 0